Formula: C16H13NS
Source: the Open Molecules 2025 dataset
Level of theory: the ωB97M-V functional and the def2-TZVPD basis

The geometry in XYZ format:
```
31
Properties=species:S:1:pos:R:3:forces:R:3
N -1.92391 1.54119 -3.52843 0.1 0.2 2.7
C -1.91745 1.61772 -2.35354 0.0 -0.3 -2.8
S -2.05040 1.70453 -0.67907 -0.9 0.3 0.3
C -0.32553 1.51460 -0.09817 0.4 0.2 -0.4
C 0.09126 0.07192 -0.21376 0.7 -0.2 -0.3
C 0.10120 -0.60431 -1.37909 0.2 1.0 0.6
C 0.43895 -2.00788 -1.54471 0.4 -1.5 0.0
C 0.61465 -2.54210 -2.84449 0.0 0.2 0.7
C 0.94842 -3.88168 -3.03338 0.0 -0.2 0.4
C 1.10081 -4.74039 -1.93099 -0.1 0.5 -0.1
C 0.92262 -4.22671 -0.63979 0.0 0.2 -0.1
C 0.59322 -2.88328 -0.44164 0.0 0.1 -0.7
C -0.30580 2.17367 1.29290 -0.2 -0.4 -0.2
C -0.49389 3.55647 1.37652 0.3 0.2 0.1
C -0.49399 4.20179 2.61298 0.0 -0.4 0.1
C -0.31995 3.45333 3.79135 0.0 -0.2 -0.4
C -0.17500 2.06259 3.71863 -0.1 0.2 -0.4
C -0.20044 1.42498 2.46764 0.1 0.2 0.1
H 0.25240 2.11617 -0.81797 0.0 0.0 0.4
H 0.53547 -0.36875 0.67967 -0.4 -0.1 -0.2
H -0.09929 -0.06167 -2.30709 -0.3 -0.2 0.3
H 0.49393 -1.86661 -3.69257 0.0 -0.3 0.1
H 1.09203 -4.26357 -4.04309 -0.1 0.1 0.2
H 1.35005 -5.79438 -2.08011 -0.1 0.4 0.1
H 1.03552 -4.87975 0.22621 0.0 0.1 -0.2
H 0.44142 -2.49055 0.56425 0.0 -0.3 -0.2
H -0.60662 4.12812 0.45108 0.0 -0.1 0.3
H -0.62654 5.28539 2.65998 0.1 -0.4 0.0
H -0.30016 3.95567 4.75775 0.0 -0.1 -0.2
H -0.04844 1.46308 4.62278 -0.1 0.2 -0.3
H -0.12452 0.34040 2.40615 0.0 0.3 0.2
```
Forces are in eV/Å.

The calculation puts the lowest unoccupied orbital energy at 0.00146 Ha. The spin multiplicity is 1. The gap between HOMO and LUMO is 8.6 eV.

Atom charges from the natural (NBO) analysis, given in e for atoms 1 to 6:
1. N -0.3177
2. C 0.0136
3. S 0.3261
4. C -0.3650
5. C -0.2048
6. C -0.1874

---

Formula: C4H13NS
Source: the Open Molecules 2025 dataset
Level of theory: the ωB97M-V functional and the def2-TZVPD basis

The geometry in XYZ format:
```
19
Properties=species:S:1:pos:R:3:forces:R:3
C 0.30209 1.62727 2.53259 1.6 -0.9 -0.9
S 1.86660 1.50150 1.04388 -0.7 -1.5 -0.3
H -0.56124 1.04094 2.22563 0.2 -0.1 -0.1
H 0.73486 1.27937 3.50339 -0.2 0.2 -1.1
H 0.01932 2.68010 2.57938 0.5 -0.1 -0.4
C 0.40354 -0.29566 -2.10904 -0.8 -0.3 -0.9
C -0.14935 -0.44386 -0.71579 -1.5 -0.3 0.0
C -1.69035 -0.57993 -0.66004 0.0 1.2 -0.2
N 0.43526 -1.62736 -0.02774 0.7 0.8 0.6
H 1.46835 -0.04934 -2.03685 0.0 0.0 -0.5
H 0.27838 -1.28958 -2.59080 0.3 0.6 0.0
H -0.16221 0.47030 -2.73872 0.9 -0.8 1.0
H 0.08959 0.45404 -0.15575 -0.3 0.2 -0.1
H -2.05393 -1.57605 -0.93621 0.2 0.1 0.2
H -2.24424 0.17934 -1.31426 0.9 -0.9 0.9
H -1.88952 -0.32403 0.39836 -0.7 -0.5 -0.5
H 1.95621 0.10912 -0.17712 -0.2 3.1 3.1
H 1.35627 -1.31377 0.39235 -1.3 -0.8 -0.5
H -0.15963 -1.84238 0.78677 0.4 0.1 -0.4
```
Forces are in eV/Å.

The calculation puts the lowest unoccupied orbital energy at -0.02667 Ha. The spin multiplicity is 1. The gap between HOMO and LUMO is 8.3 eV.

Atom charges from the natural (NBO) analysis, given in e for atoms 1 to 6:
1. C -0.5751
2. S -0.2273
3. H 0.2074
4. H 0.2183
5. H 0.2168
6. C -0.6137

---

Formula: C14H19N3O4
Source: the Open Molecules 2025 dataset
Level of theory: the ωB97M-V functional and the def2-TZVPD basis

The geometry in XYZ format:
```
40
Properties=species:S:1:pos:R:3:forces:R:3
N -3.28638 -3.18406 -0.94219 0.2 -1.6 1.4
C -2.62974 -2.05071 -0.45847 0.3 1.6 -0.2
O -2.38001 -1.02533 -1.18588 -1.1 -3.8 2.2
C -2.16282 -2.11460 1.08205 -0.9 -1.0 -1.7
C -1.86807 -0.73514 1.61956 -5.0 0.7 -2.7
C -0.81891 -0.67616 2.55422 2.6 -2.5 1.7
N -1.22355 -1.49057 3.65841 1.7 0.2 6.5
C -0.48334 0.69624 2.86469 -1.6 0.0 3.3
O -0.94604 1.18833 3.91954 1.1 0.2 -1.8
N 0.17681 1.32504 1.93269 1.6 4.9 -1.9
C 0.94449 1.02862 0.69254 -0.4 -1.6 1.2
C 0.78103 2.20244 -0.30835 0.2 0.2 1.9
C 1.27532 1.70872 -1.59152 0.5 -0.1 -3.8
C 2.38612 2.10782 -2.36966 -0.3 -0.9 -0.2
C 2.78709 1.51039 -3.62400 -0.5 0.9 0.1
C 2.01985 0.43929 -4.12757 -0.1 1.8 1.2
C 0.77526 0.19168 -3.39790 0.8 -2.9 -3.8
C 0.42186 0.81328 -2.26185 -0.8 0.5 2.0
C 2.38120 0.51996 1.12587 -0.2 -0.3 1.3
O 2.43842 0.00554 2.24238 0.7 1.0 -2.8
O 3.48383 0.64008 0.30641 -1.4 1.0 -1.9
H -3.42800 -4.20488 -0.48429 0.7 3.9 -1.0
H -3.59998 -3.11987 -1.89179 0.0 0.0 -0.3
H -2.90665 -2.61649 1.74960 0.6 0.1 -0.9
H -1.27831 -2.78148 0.97059 -0.2 0.5 0.6
H -1.70378 -0.13705 0.76554 0.7 0.8 -1.2
H -2.90293 -0.24981 1.94599 2.1 -1.1 0.1
H 0.07807 -1.16301 2.16391 0.1 0.1 -0.5
H -0.37050 -2.15256 4.03979 -2.6 2.4 -1.2
H -1.36671 -0.66837 4.58744 0.5 -3.1 -3.5
H 0.16837 2.35739 2.07373 0.1 -1.1 0.3
H 0.42630 0.12823 0.26151 0.7 0.7 0.0
H 1.31244 3.15898 0.03529 -1.1 -1.3 -0.3
H -0.34455 2.21876 -0.31355 1.1 1.0 -0.3
H 2.94142 2.93034 -2.01631 0.8 1.0 0.4
H 3.60286 2.06343 -4.25196 -1.4 -1.5 1.4
H 2.40590 0.01907 -5.08281 -1.1 -0.2 0.9
H 0.09576 -0.62614 -3.84921 1.0 1.6 0.9
H -0.55361 0.67757 -1.74850 0.5 -0.5 -0.8
H 3.35146 1.06506 -0.68596 -0.3 -1.4 3.5
```
Forces are in eV/Å.

The calculation puts the lowest unoccupied orbital energy at 0.01540 Ha. The spin multiplicity is 1. The gap between HOMO and LUMO is 9.7 eV.

Atom charges from the natural (NBO) analysis, given in e for atoms 1 to 6:
1. N -0.8478
2. C 0.6934
3. O -0.6633
4. C -0.4896
5. C -0.3869
6. C -0.2094

---

Sequential molar mass output: 251.4; 107.2; 293.3 g mol⁻¹
Sequential electronic energy output: -1070.40124; -613.00023; -1010.01446 a.u.
Sequential relative energy (zero: lowest compared OMol25 entry of this formula, charge and spin) output: 200.9; 338.1; 464.6 kJ/mol